No. 1
{"formula": "C7H9NO2", "method": "ωB97M-V with the def2-TZVPD basis set", "charge": 0, "homo_lumo_gap_ev": [9.33, 7.99], "homo_ev": [-8.6, -10.0], "s_squared": 2.038, "multiplicity": 3, "symbols": ["C", "C", "C", "C", "C", "C", "C", "N", "O", "O", "H", "H", "H", "H", "H", "H", "H", "H", "H"], "xyz": [[1.387, -1.412, -0.021], [3.098, 0.377, -0.052], [1.233, -2.760, 0.256], [1.022, 1.365, 0.633], [0.330, -0.679, -0.610], [0.129, 0.777, -0.467], [-1.358, 1.064, -0.202], [2.564, -0.832, 0.142], [4.245, 0.526, -0.391], [2.351, 1.508, 0.203], [2.040, -3.314, 0.696], [0.302, -3.258, 0.053], [0.699, 2.379, 0.886], [0.967, 0.741, 1.535], [-0.327, -1.190, -1.305], [0.393, 1.269, -1.418], [-1.978, 0.642, -0.989], [-1.526, 2.137, -0.167], [-1.660, 0.633, 0.750]]}

No. 2
{"formula": "C4H11NO2", "method": "ωB97M-V with the def2-TZVPD basis set", "charge": 0, "homo_lumo_gap_ev": 10.34, "homo_ev": -9.6, "smiles": "C[C@H](CO)NCO", "symbols": ["C", "C", "C", "O", "N", "C", "O", "H", "H", "H", "H", "H", "H", "H", "H", "H", "H", "H"], "xyz": [[1.068, -1.099, 1.726], [0.205, -0.362, 0.661], [-1.223, -0.923, 0.502], [-2.250, 0.028, 0.909], [0.829, -0.393, -0.700], [0.242, 0.676, -1.498], [1.211, 1.749, -1.763], [0.588, -0.622, 2.602], [0.802, -2.143, 1.862], [2.102, -0.783, 1.806], [0.103, 0.666, 1.031], [-1.344, -1.863, 1.061], [-1.481, -1.012, -0.547], [-1.945, 0.446, 1.713], [1.774, -0.037, -0.561], [0.070, 0.400, -2.549], [-0.713, 1.031, -1.107], [0.892, 2.500, -1.254]]}

No. 3
{"formula": "C4H14N2O", "method": "ωB97M-V with the def2-TZVPD basis set", "charge": -1, "homo_lumo_gap_ev": [2.44, 9.27], "homo_ev": [1.4, -5.6], "s_squared": 0.750, "multiplicity": 2, "symbols": ["N", "C", "C", "C", "N", "C", "H", "H", "H", "H", "H", "H", "H", "H", "H", "H", "H", "H", "H", "H", "O"], "xyz": [[1.933, 0.575, -0.514], [0.881, -0.467, -0.616], [1.463, -1.829, -0.979], [0.178, -0.530, 0.731], [-0.723, 0.598, 0.939], [-1.587, 0.468, 2.128], [1.897, 1.211, -1.306], [2.853, 0.162, -0.586], [0.195, -0.139, -1.385], [0.748, -2.622, -0.772], [1.858, -1.837, -1.999], [2.323, -2.021, -0.327], [-0.378, -1.453, 0.890], [0.967, -0.487, 1.488], [-0.112, 1.375, 1.174], [-0.942, 0.328, 3.009], [-2.179, -0.442, 2.111], [-2.173, 1.363, 2.225], [-1.457, 1.164, -0.674], [-2.735, 0.918, -1.514], [-1.808, 1.180, -1.601]]}

No. 4
{"formula": "C4H9MgO3", "method": "ωB97M-V with the def2-TZVPD basis set", "charge": 0, "homo_lumo_gap_ev": [3.03, 4.27], "homo_ev": [-5.2, -6.5], "s_squared": 0.766, "multiplicity": 2, "symbols": ["H", "C", "O", "C", "C", "H", "H", "H", "H", "H", "H", "H", "O", "C", "O", "Mg", "H"], "xyz": [[1.069, 0.721, 1.243], [-0.827, -2.022, -0.238], [-0.564, -0.700, -0.708], [-1.506, 0.273, -0.442], [-1.299, 1.127, 0.607], [0.116, -2.572, -0.323], [-1.077, -2.018, 0.831], [-1.674, -2.447, -0.793], [-2.516, -0.121, -0.601], [0.745, 2.015, -0.392], [-0.841, 2.061, 0.270], [-2.117, 1.270, 1.312], [1.703, 1.493, -0.579], [2.109, 0.650, 0.511], [2.385, -0.543, -0.007], [1.323, -0.320, -1.700], [2.972, 1.132, 1.009]]}

No. 5
{"formula": "C4H13N2O4", "method": "ωB97M-V with the def2-TZVPD basis set", "charge": 0, "homo_lumo_gap_ev": [10.37, 6.11], "homo_ev": [-9.9, -9.7], "s_squared": 0.759, "multiplicity": 2, "symbols": ["O", "C", "N", "C", "C", "N", "C", "O", "H", "H", "H", "H", "H", "H", "H", "H", "H", "H", "H", "O", "H", "H", "O"], "xyz": [[0.279, -2.151, -1.350], [-0.482, -1.407, -0.859], [-1.046, -1.719, 0.419], [-0.600, 0.079, -1.464], [-1.493, -0.264, -2.634], [-1.404, 0.964, -0.648], [-0.595, 1.585, 0.440], [-0.025, 0.689, 1.198], [-0.848, -2.503, 0.853], [-1.291, -0.833, 1.060], [0.594, 0.329, -1.809], [-2.525, -0.092, -2.314], [-1.229, 0.234, -3.597], [-1.732, -1.465, -2.494], [-2.271, 0.617, -0.362], [0.125, 2.207, -0.002], [-1.378, 2.327, 0.864], [1.568, 0.816, 3.504], [0.834, 0.284, 2.503], [1.525, 0.001, 3.141], [3.157, 0.664, 0.394], [2.050, 1.661, 0.582], [3.111, 1.596, 0.701]]}

No. 6
{"formula": "C6H11N", "method": "ωB97M-V with the def2-TZVPD basis set", "charge": -1, "homo_lumo_gap_ev": [4.53, 6.92], "homo_ev": [-0.5, -2.9], "s_squared": 0.771, "multiplicity": 2, "symbols": ["C", "C", "C", "C", "C", "N", "C", "H", "H", "H", "H", "H", "H", "H", "H", "H", "H", "H"], "xyz": [[-1.124, 1.305, 2.007], [-1.984, 0.167, 1.374], [-1.460, -0.649, 0.226], [0.060, -0.772, 0.211], [0.725, -0.262, -0.879], [1.858, -0.681, -1.557], [2.595, 0.336, -1.905], [-0.147, 1.269, 1.788], [-1.454, 1.468, 3.050], [-1.367, 2.322, 1.454], [-2.982, 0.548, 1.252], [-2.207, -0.400, 2.272], [-2.012, -0.376, -0.764], [-2.006, -1.611, 0.463], [0.411, -1.592, 0.930], [0.467, 0.772, -1.173], [2.292, 1.412, -1.687], [3.124, 0.214, -2.895]]}

No. 7
{"formula": "C2H6N2S", "method": "ωB97M-V with the def2-TZVPD basis set", "charge": 0, "homo_lumo_gap_ev": 9.75, "homo_ev": -9.2, "smiles": "C/N=C\\NS", "symbols": ["C", "C", "H", "H", "H", "H", "H", "H", "N", "N", "S"], "xyz": [[1.702, -0.448, -0.167], [-0.174, 0.915, -0.075], [1.158, -1.259, -0.803], [2.794, -0.450, -0.499], [1.574, -0.842, 0.820], [-0.701, 1.858, -0.145], [-0.613, -1.024, 0.143], [-3.120, 0.491, 1.018], [1.126, 0.879, -0.193], [-1.018, -0.143, 0.188], [-2.727, 0.023, -0.285]]}

No. 8
{"formula": "C9H16F2Na4O11P", "method": "ωB97M-V with the def2-TZVPD basis set", "charge": 3, "homo_lumo_gap_ev": 7.94, "homo_ev": -17.2, "symbols": ["Na", "Na", "Na", "Na", "O", "P", "O", "F", "F", "C", "C", "O", "C", "O", "O", "H", "H", "H", "H", "C", "O", "C", "O", "O", "C", "H", "H", "H", "H", "H", "H", "C", "O", "C", "O", "O", "C", "H", "H", "H", "H", "H", "H"], "xyz": [[0.686, 0.600, 3.127], [-2.238, -3.727, 3.266], [-0.479, -2.985, -3.020], [2.409, -5.513, 0.145], [-0.955, -3.084, 1.504], [0.002, -2.460, 0.634], [-0.321, -2.171, -0.823], [1.354, -3.401, 0.573], [0.555, -1.126, 1.401], [-4.525, 2.010, 0.702], [-4.629, 2.235, 2.184], [-3.411, 1.752, 2.652], [-2.531, 1.503, 1.661], [-1.350, 1.151, 1.749], [-3.099, 1.904, 0.525], [-4.974, 2.821, 0.128], [-4.849, 1.074, 0.247], [-5.423, 1.725, 2.730], [-4.703, 3.307, 2.368], [4.841, 2.179, 4.105], [5.039, 1.107, 3.165], [4.178, 0.084, 2.987], [3.100, -0.059, 3.677], [4.449, -0.574, 1.937], [3.693, -1.718, 1.536], [5.449, 2.052, 5.001], [3.769, 2.346, 4.212], [5.179, 3.094, 3.621], [3.347, -2.346, 2.357], [4.359, -2.246, 0.854], [2.858, -1.498, 0.870], [-1.116, 0.053, -7.061], [-1.256, 0.670, -5.741], [-1.165, -0.007, -4.659], [-0.944, -1.163, -4.610], [-1.298, 0.871, -3.604], [-0.842, 0.577, -2.236], [-0.938, 0.840, -7.794], [-1.919, -0.633, -7.332], [-0.292, -0.652, -7.173], [-0.557, 1.516, -1.761], [0.100, 0.030, -2.278], [-1.554, -0.138, -1.825]]}

No. 9
{"formula": "C5H6N2O", "method": "ωB97M-V with the def2-TZVPD basis set", "charge": 0, "homo_lumo_gap_ev": 9.65, "homo_ev": -8.8, "smiles": "c1n[nH]c2c1COC2", "symbols": ["C", "C", "C", "C", "C", "H", "H", "H", "H", "H", "H", "N", "N", "O"], "xyz": [[-1.678, 0.066, -0.046], [0.012, 0.456, -1.619], [0.661, 0.067, -0.313], [0.384, -0.677, 1.746], [-0.292, -0.224, 0.668], [-2.036, 0.958, 0.528], [-2.462, -0.725, -0.050], [0.334, -0.162, -2.467], [0.376, 1.493, -1.766], [2.733, -0.010, 0.084], [-0.075, -0.985, 2.736], [1.777, -0.195, 0.319], [1.677, -0.488, 1.544], [-1.410, 0.426, -1.365]]}

No. 10
{"formula": "C2H2N4S2", "method": "ωB97M-V with the def2-TZVPD basis set", "charge": 0, "homo_lumo_gap_ev": 8.14, "homo_ev": -9.2, "smiles": "Sc1nnc(S)nn1", "symbols": ["C", "C", "H", "H", "N", "N", "N", "N", "S", "S"], "xyz": [[1.255, 0.049, 0.032], [-1.262, 0.060, 0.029], [3.168, 1.150, 0.084], [-3.086, -1.304, 0.031], [0.676, 1.249, -0.007], [-0.645, 1.223, 0.055], [-0.653, -1.184, 0.028], [0.645, -1.144, 0.040], [2.988, -0.133, -0.040], [-3.000, 0.039, -0.041]]}

No. 11
{"formula": "C48H48N4O3P2S5Tl", "method": "ωB97M-V with the def2-TZVPD basis set", "charge": 1, "homo_lumo_gap_ev": 5.09, "homo_ev": -9.6, "symbols": ["Tl", "O", "C", "S", "C", "C", "S", "S", "S", "O", "C", "C", "C", "C", "C", "C", "P", "C", "C", "C", "C", "C", "C", "C", "C", "C", "C", "C", "C", "C", "C", "C", "C", "C", "C", "P", "C", "C", "C", "C", "C", "C", "C", "C", "C", "C", "C", "C", "H", "H", "H", "H", "H", "H", "H", "H", "H", "H", "H", "H", "H", "H", "H", "H", "H", "H", "H", "H", "H", "H", "H", "H", "H", "H", "H", "H", "C", "N", "C", "C", "O", "N", "C", "C", "H", "H", "H", "H", "H", "H", "H", "H", "H", "H", "H", "H", "C", "N", "C", "C", "N", "C", "S", "H", "H", "H", "H", "H", "H", "H", "H"], "xyz": [[-1.177, 0.575, -0.503], [-7.052, 4.199, -0.768], [-6.204, 3.447, -1.122], [-4.770, 3.929, -2.053], [-3.966, 2.367, -2.075], [-4.648, 1.315, -1.448], [-4.003, -0.206, -1.193], [-6.214, 1.703, -0.760], [-2.419, 2.250, -2.691], [2.037, -0.735, 0.808], [3.195, -0.198, 0.297], [4.400, -0.187, 0.993], [5.555, 0.244, 0.366], [5.520, 0.674, -0.951], [4.306, 0.789, -1.602], [3.136, 0.372, -0.980], [1.487, 0.792, -1.657], [1.679, 2.620, -1.639], [1.224, 3.275, -0.500], [1.314, 4.650, -0.394], [1.857, 5.386, -1.434], [2.310, 4.737, -2.571], [2.236, 3.358, -2.678], [1.477, 0.417, -3.435], [2.209, -0.592, -4.051], [1.946, -0.916, -5.373], [0.964, -0.244, -6.083], [0.237, 0.765, -5.470], [0.485, 1.085, -4.152], [2.084, -1.922, 1.493], [3.176, -2.784, 1.526], [3.124, -3.941, 2.283], [1.982, -4.267, 2.997], [0.859, -3.467, 2.889], [0.896, -2.305, 2.128], [-0.589, -1.294, 1.776], [-1.887, -2.561, 1.538], [-2.303, -2.806, 0.235], [-3.310, -3.716, -0.030], [-3.927, -4.385, 1.014], [-3.539, -4.120, 2.318], [-2.530, -3.214, 2.585], [-1.059, -0.647, 3.406], [-0.139, -0.454, 4.426], [-0.556, 0.099, 5.624], [-1.882, 0.454, 5.807], [-2.791, 0.298, 4.773], [-2.380, -0.234, 3.568], [4.431, -0.517, 2.020], [6.490, 0.224, 0.904], [6.432, 0.950, -1.455], [4.257, 1.188, -2.605], [0.798, 2.690, 0.306], [0.947, 5.142, 0.495], [1.914, 6.462, -1.361], [2.726, 5.312, -3.383], [2.599, 2.865, -3.569], [2.989, -1.113, -3.511], [2.510, -1.702, -5.852], [0.771, -0.502, -7.114], [-0.526, 1.298, -6.015], [-0.089, 1.861, -3.663], [4.058, -2.571, 0.944], [3.985, -4.590, 2.316], [1.956, -5.157, 3.605], [-0.054, -3.746, 3.393], [-1.853, -2.238, -0.566], [-3.624, -3.868, -1.053], [-4.724, -5.085, 0.815], [-4.042, -4.600, 3.143], [-2.271, -2.999, 3.610], [0.893, -0.742, 4.278], [0.158, 0.247, 6.419], [-2.210, 0.850, 6.756], [-3.822, 0.582, 4.908], [-3.072, -0.347, 2.743], [-0.143, -4.728, -2.138], [0.340, -3.377, -2.351], [1.428, -3.051, -1.456], [-0.494, -2.337, -2.689], [-0.402, -1.240, -2.105], [-1.365, -2.516, -3.700], [-1.338, -3.590, -4.661], [-2.346, -1.496, -4.000], [-0.064, -4.968, -1.074], [0.463, -5.445, -2.696], [-1.183, -4.833, -2.423], [2.254, -3.741, -1.639], [1.114, -3.148, -0.414], [1.746, -2.026, -1.630], [-0.435, -4.180, -4.566], [-1.357, -3.158, -5.663], [-2.215, -4.232, -4.547], [-2.218, -0.652, -3.328], [-3.353, -1.904, -3.880], [-2.221, -1.142, -5.026], [1.737, 3.759, 3.618], [0.377, 4.209, 3.683], [-0.020, 5.475, 4.274], [-1.556, 5.445, 4.169], [-1.785, 4.304, 3.305], [-0.663, 3.590, 3.106], [-0.572, 2.153, 2.274], [2.170, 3.705, 4.618], [2.350, 4.421, 3.000], [1.731, 2.763, 3.175], [0.415, 6.309, 3.710], [0.319, 5.548, 5.311], [-1.961, 6.351, 3.713], [-2.029, 5.305, 5.147], [-2.699, 3.921, 3.135]]}

No. 12
{"formula": "C14H46BeN2O14S4", "method": "ωB97M-V with the def2-TZVPD basis set", "charge": 2, "homo_lumo_gap_ev": 4.07, "homo_ev": -14.6, "symbols": ["Be", "N", "H", "H", "H", "H", "N", "H", "H", "H", "H", "C", "O", "H", "H", "H", "C", "O", "H", "H", "H", "O", "S", "O", "O", "C", "C", "C", "H", "H", "H", "H", "H", "H", "H", "H", "O", "S", "O", "O", "C", "C", "C", "H", "H", "H", "H", "H", "H", "H", "H", "O", "S", "O", "O", "C", "C", "C", "H", "H", "H", "H", "H", "H", "H", "H", "O", "S", "O", "O", "C", "C", "C", "H", "H", "H", "H", "H", "H", "H", "H"], "xyz": [[1.608, -3.727, 1.715], [-1.688, -3.655, 2.917], [-2.646, -3.844, 3.172], [-1.564, -2.807, 2.383], [-1.302, -4.430, 2.397], [-1.071, -3.556, 3.711], [-1.621, -2.546, -1.112], [-1.095, -1.952, -0.487], [-1.971, -2.083, -1.939], [-2.372, -2.938, -0.563], [-0.904, -3.181, -1.432], [1.012, -2.452, 5.092], [1.004, -3.559, 4.205], [2.042, -2.134, 5.252], [0.309, -1.684, 4.770], [0.533, -2.670, 6.046], [0.146, -0.383, 1.261], [-0.002, -1.789, 1.216], [-0.778, 0.195, 1.286], [0.617, -0.144, 2.215], [0.736, -0.031, 0.415], [-1.235, -0.472, -2.694], [-0.686, 0.622, -3.532], [0.365, 0.411, -4.535], [-2.018, 1.456, -4.105], [-1.912, 2.311, -5.160], [-3.185, 3.206, -5.106], [0.044, 1.947, -2.356], [-1.877, 1.734, -6.083], [-1.031, 2.941, -5.031], [-3.267, 3.770, -4.177], [-4.191, 2.806, -5.237], [-3.078, 3.941, -5.903], [-0.668, 2.762, -2.223], [0.992, 2.254, -2.799], [0.212, 1.511, -1.371], [2.966, -3.754, -3.265], [3.772, -2.504, -3.138], [5.004, -2.462, -2.404], [4.079, -1.869, -4.666], [4.776, -2.701, -5.604], [4.499, -2.237, -6.999], [2.537, -1.230, -2.538], [4.369, -3.683, -5.362], [5.840, -2.799, -5.388], [3.437, -2.000, -7.063], [4.712, -3.028, -7.718], [4.962, -1.327, -7.382], [2.910, -0.206, -2.497], [2.450, -1.567, -1.505], [1.654, -1.232, -3.178], [-6.137, -2.091, 4.398], [-5.173, -1.312, 5.149], [-4.711, -1.676, 6.461], [-3.911, -1.005, 4.173], [-2.756, -0.405, 4.644], [-2.477, 0.960, 3.874], [-5.918, 0.418, 5.203], [-1.933, -1.026, 4.290], [-2.617, -0.330, 5.722], [-2.249, 0.762, 2.827], [-1.541, 1.361, 4.265], [-3.263, 1.715, 3.860], [-5.285, 0.998, 4.532], [-5.769, 0.672, 6.252], [-6.977, 0.262, 4.992], [2.290, 5.699, 1.783], [1.256, 4.758, 1.387], [0.008, 5.147, 0.713], [1.895, 3.680, 0.305], [3.169, 3.133, 0.614], [3.588, 2.230, -0.521], [0.795, 3.660, 2.833], [3.192, 2.581, 1.554], [3.941, 3.904, 0.620], [3.171, 2.720, -1.400], [3.214, 1.208, -0.592], [4.668, 2.199, -0.669], [0.171, 4.371, 3.375], [1.718, 3.381, 3.342], [0.217, 2.794, 2.511]]}

no.,strongest force on any atom (eV Å⁻¹)
1,2.75
2,2.95
3,1.56
4,5.01
5,9.67
6,5.83
7,2.86
8,6.26
9,5.38
10,1.69
11,1.81
12,5.67